The following is a quantum chemistry calculation of C8H11BBrN in the gas phase, from OMol25.

Each line ends with the Löwdin charge.
Cartesian coordinates (Å):
C1 2.434 -1.013 0.170  -0.110
C2 2.646 0.477 -0.097  -0.265
C3 1.337 1.291 -0.181  -0.200
B1 0.231 0.777 0.807  -0.741
Br1 0.602 0.843 2.702  0.784
C4 -1.113 0.203 0.276  -0.191
C5 -1.798 -0.831 0.896  -0.052
C6 -2.966 -1.304 0.355  -0.143
N1 -3.538 -0.852 -0.764  0.078
C7 -2.868 0.146 -1.345  -0.143
C8 -1.699 0.694 -0.883  -0.038
H1 1.532 -1.399 -0.290  0.078
H2 2.471 -1.217 1.233  0.060
H3 3.260 -1.561 -0.270  0.070
H4 3.149 0.580 -1.052  0.099
H5 3.297 0.931 0.641  0.102
H6 0.960 1.221 -1.196  0.090
H7 1.503 2.349 0.019  0.107
H8 -1.421 -1.271 1.803  0.097
H9 -3.477 -2.111 0.862  0.106
H10 -3.292 0.540 -2.259  0.105
H11 -1.249 1.505 -1.428  0.108

Output
* frontier orbital gap: 9.60 eV
* net charge: 0
* calculated total energy: -80684.3676 eV
* 2S+1: 1
* SMILES string: CCCB(Br)c1ccncc1

The following is a quantum chemistry calculation of a molecular structure, C8H11BrCl2 in a non-equilibrium geometry, from OMol25.

Each line ends with the Löwdin charge.
Cartesian coordinates (Å):
C1 1.894 -0.345 -0.245  -0.207
C2 1.374 0.038 1.142  -0.190
C3 0.957 -1.222 -1.071  -0.197
C4 0.242 1.067 1.119  -0.170
C5 -0.364 -0.526 -1.446  -0.240
C6 -1.116 0.422 0.897  -0.427
C7 -1.287 -0.503 -0.280  -0.700
C8 -2.187 1.163 0.135  -1.129
Cl1 -3.843 0.999 0.592  0.618
Cl2 -1.826 2.455 -0.939  0.668
Br1 -2.411 -2.007 -0.029  0.763
H1 2.116 0.568 -0.806  0.115
H2 2.831 -0.892 -0.115  0.109
H3 1.048 -0.856 1.675  0.120
H4 2.212 0.465 1.704  0.111
H5 1.471 -1.501 -1.993  0.111
H6 0.737 -2.142 -0.529  0.107
H7 0.205 1.585 2.079  0.119
H8 0.446 1.804 0.342  0.091
H9 -0.157 0.491 -1.784  0.094
H10 -0.834 -1.066 -2.270  0.107
H11 -1.507 0.002 1.823  0.127

Output
* frontier orbital gap: 8.82 eV
* net charge: 0
* calculated total energy: -103560.4836 eV
* 2S+1: 1
* relative energy (zero: lowest compared OMol25 entry of this formula, charge and spin): 48.2 kJ/mol

The following is a quantum chemistry calculation of a molecular structure, C8H11BrCl2 in a non-equilibrium geometry, from OMol25.

Each line ends with the Löwdin charge.
Cartesian coordinates (Å):
C1 -0.003 2.033 -0.169  -0.195
C2 1.349 1.231 -0.035  -0.138
C3 -1.104 1.282 -0.964  -0.201
C4 1.085 0.011 0.964  -0.152
C5 -1.470 -0.069 -0.314  -0.221
C6 0.698 -1.283 0.222  -0.591
C7 -0.423 -1.093 -0.658  -0.708
C8 0.411 -2.401 1.164  -0.920
Cl1 0.346 -4.040 0.405  0.490
Cl2 -0.989 -2.234 2.179  0.633
Br1 -0.625 -2.432 -1.903  0.813
H1 -0.480 2.238 0.835  0.127
H2 0.243 2.894 -0.828  0.109
H3 1.656 0.870 -1.068  0.135
H4 2.121 1.797 0.389  0.074
H5 -1.947 1.995 -1.061  0.118
H6 -0.725 1.061 -1.930  0.091
H7 1.991 -0.170 1.485  0.097
H8 0.238 0.170 1.711  0.110
H9 -1.402 0.044 0.715  0.041
H10 -2.517 -0.449 -0.679  0.149
H11 1.546 -1.455 -0.458  0.136

Output
* frontier orbital gap (spin up / spin down): 7.20 / 8.47 eV
* net charge: 0
* calculated total energy: -103558.2034 eV
* 2S+1: 1
* relative energy (zero: lowest compared OMol25 entry of this formula, charge and spin): 268.2 kJ/mol

The following is a quantum chemistry calculation of 2 unconnected molecules or ions with the total composition C8H11Cl2N2S in a non-equilibrium geometry, from OMol25.

Each line ends with the Löwdin spin population.
Cartesian coordinates (Å):
C1 1.896 -0.858 0.465  0.310
C2 1.529 0.448 -1.473  0.454
C3 2.178 0.299 -0.287  0.131
C4 0.850 -1.727 0.169  0.468
C5 -0.887 0.658 0.280  0.091
C6 0.569 -0.532 -2.010  0.068
C7 -0.073 -1.365 -0.957  0.108
C8 -1.138 2.034 2.292  0.004
N1 -0.535 1.043 1.504  0.015
N2 -1.081 -2.145 -1.231  0.068
S1 -2.408 1.188 -0.176  0.019
Cl1 3.257 1.450 0.346  0.020
Cl2 0.121 -2.560 1.449  0.147
H1 2.279 -0.980 1.434  0.015
H2 1.757 1.291 -2.121  0.018
H3 -0.092 -0.108 -2.720  0.004
H4 1.079 -1.471 -2.620  0.046
H5 -0.554 2.258 3.102  0.000
H6 -1.229 2.956 1.722  0.000
H7 -2.183 1.828 2.587  0.000
H8 0.385 0.766 1.997  0.004
H9 -2.581 0.240 -1.344  0.003
H10 -1.369 -2.916 -0.583  0.003
H11 -1.772 -1.796 -1.824  0.002

Output
* frontier orbital gap (spin up / spin down): 7.21 / 5.74 eV
* net charge: +1
* calculated total energy: -47322.7799 eV
* 2S+1: 3

The following is a quantum chemistry calculation of a molecular structure, C8H11CuF12N2OP2 in a non-equilibrium geometry, from OMol25.

Each line ends with the Löwdin spin population.
Cartesian coordinates (Å):
Cu1 -3.150 7.659 -20.579  0.009
O1 -4.620 6.320 -19.567  0.001
H1 -4.849 6.106 -18.641  0.000
P1 -0.448 8.629 -19.479  0.000
F1 0.090 10.156 -19.599  0.000
F2 1.104 8.004 -19.623  0.000
F3 -0.324 8.740 -17.881  0.000
F4 -1.113 7.146 -19.404  0.000
F5 -1.982 9.201 -19.404  0.000
F6 -0.589 8.627 -21.097  0.000
P2 -5.716 10.084 -21.628  0.000
F7 -4.295 9.496 -21.248  0.000
F8 -5.774 9.163 -22.900  0.000
F9 -6.291 8.768 -20.784  0.001
F10 -7.230 10.566 -21.901  0.000
F11 -5.610 11.056 -20.312  0.000
F12 -5.109 11.227 -22.581  0.000
N1 -3.791 7.133 -23.563  0.000
C1 -2.551 7.555 -23.255  0.000
C2 -1.706 6.587 -22.754  0.000
C3 -2.519 5.485 -22.590  0.000
C4 -3.753 5.874 -23.035  0.000
H2 -4.560 7.627 -23.992  0.000
H3 -2.295 8.557 -23.567  0.000
H4 -0.666 6.727 -22.501  0.000
H5 -2.343 4.543 -22.092  0.000
H6 -4.667 5.298 -23.010  0.000
N2 -5.079 8.718 -17.612  0.020
C5 -6.199 9.511 -17.530  0.319
C6 -6.646 9.588 -16.208  0.119
C7 -5.839 8.722 -15.475  0.140
C8 -4.803 8.224 -16.338  0.362
H7 -4.499 8.549 -18.421  -0.002
H8 -6.585 10.099 -18.350  0.011
H9 -7.476 10.093 -15.737  0.001
H10 -5.837 8.512 -14.416  0.003
H11 -3.911 7.665 -16.096  0.014

Output
* frontier orbital gap (spin up / spin down): 6.67 / 2.59 eV
* net charge: -1
* calculated total energy: -109340.0953 eV
* 2S+1: 2

The following is a quantum chemistry calculation of a molecular structure, C8H11IrN2O5 in a non-equilibrium geometry, from OMol25.

Each line ends with the Löwdin charge.
Cartesian coordinates (Å):
Ir1 1.354 0.698 -2.686  1.570
O1 -1.687 -1.440 -1.224  0.119
C1 -0.616 -0.595 -1.120  -0.563
O2 0.221 -0.738 -2.217  -0.193
C2 -1.154 0.844 -1.025  -0.016
O3 -0.261 1.787 -1.669  -0.186
C3 0.357 2.807 -0.832  -0.022
C4 1.740 2.354 -0.410  -0.484
O4 2.249 2.745 0.574  0.241
O5 2.356 1.496 -1.348  -0.192
H1 -1.545 -2.102 -1.919  0.162
H2 -2.095 0.891 -1.571  0.169
H3 -1.297 1.153 0.009  0.144
H4 0.572 3.682 -1.446  0.169
H5 -0.186 3.016 0.085  0.161
C5 -1.864 -1.094 1.713  0.057
C6 -0.438 -1.210 1.322  -0.226
N1 0.136 -0.991 0.123  0.095
C7 1.483 -1.344 0.199  0.003
C8 1.719 -1.747 1.463  0.017
N2 0.520 -1.649 2.132  0.175
H6 -2.438 -0.481 1.026  0.087
H7 -1.944 -0.679 2.717  0.114
H8 -2.319 -2.086 1.713  0.123
H9 2.146 -1.318 -0.645  0.125
H10 2.620 -2.098 1.936  0.150
H11 0.369 -1.901 3.100  0.200

Output
* frontier orbital gap (spin up / spin down): 6.43 / 6.58 eV
* net charge: +2
* calculated total energy: -24510.0714 eV
* 2S+1: 1
* relative energy (zero: lowest compared OMol25 entry of this formula, charge and spin): 87.2 kJ/mol

The following is a quantum chemistry calculation of 2 unconnected molecules or ions with the total composition C8H11N in a non-equilibrium geometry, from OMol25.

Each line ends with the Löwdin charge.
Cartesian coordinates (Å):
C1 -0.737 -1.235 2.439  -0.079
C2 0.104 0.288 1.266  -0.034
C3 0.799 1.085 -0.723  -0.055
C4 -0.476 0.654 -1.488  -0.263
C5 -0.487 0.433 -0.070  -0.113
C6 0.965 -0.098 0.184  -0.365
C7 -1.345 1.867 -1.925  -0.050
C8 1.630 -1.305 -0.305  -0.045
N1 -0.114 -2.278 2.632  0.068
H1 -1.633 -0.725 2.717  0.058
H2 0.283 0.959 2.063  0.083
H3 1.213 2.099 -0.684  0.123
H4 -0.381 -0.219 -2.201  0.143
H5 -1.468 2.063 -2.968  0.056
H6 -0.931 2.752 -1.235  0.130
H7 -2.302 1.591 -1.599  0.044
H8 1.821 -1.924 0.669  0.104
H9 2.605 -1.170 -0.785  0.074
H10 0.952 -1.780 -1.075  0.095
H11 -0.499 -3.056 3.087  0.027

Output
* frontier orbital gap: 8.65 eV
* net charge: 0
* calculated total energy: -9955.8445 eV
* 2S+1: 1
* relative energy (zero: lowest compared OMol25 entry of this formula, charge and spin): 702.4 kJ/mol

The following is a quantum chemistry calculation of a gas-phase ion, C8H11N2 (charge +1) in a non-equilibrium geometry, from OMol25.

Each line ends with the Löwdin charge.
Cartesian coordinates (Å):
C1 -1.946 -1.122 -0.019  -0.083
C2 -2.056 0.182 -0.340  -0.044
C3 -0.891 1.231 -0.358  -0.118
N1 0.253 1.237 0.652  0.093
C4 1.707 1.485 -0.047  -0.043
N2 2.496 0.589 -0.220  0.112
C5 2.660 -0.790 0.044  -0.096
C6 1.738 -1.727 -0.192  -0.027
C7 0.356 -1.280 -0.448  -0.152
C8 -0.644 -1.724 0.267  -0.099
H1 -2.918 -1.756 0.139  0.157
H2 -2.888 0.646 -0.694  0.072
H3 -0.366 1.119 -1.317  0.112
H4 -1.375 2.241 -0.369  0.143
H5 -0.103 1.962 1.235  0.148
H6 0.393 0.433 1.206  0.123
H7 1.692 2.583 -0.169  0.151
H8 3.763 -1.038 0.066  0.142
H9 1.971 -2.743 -0.028  0.114
H10 0.239 -0.739 -1.354  0.119
H11 -0.468 -2.126 1.358  0.176

Output
* frontier orbital gap: 9.08 eV
* net charge: +1
* calculated total energy: -11443.6363 eV
* 2S+1: 1
* SMILES string: C1=C/C[NH2+]\C=N/C=C\C=C\1
* relative energy (zero: lowest compared OMol25 entry of this formula, charge and spin): 404.5 kJ/mol